C19H44N3O5 | ωB97M-V with the def2-TZVPD basis set

Summary:
Frontier orbital gap, eV: 7.706
HOMO, Eh: -0.4035
Charge: +1

The geometry in XYZ format:
```
71
C19H44N3O5, DFT ωB97M-V with the def2-TZVPD basis set
C 3.1246 -0.4933 -4.5950
C 2.6167 -1.6811 -3.8215
O 3.0337 -2.7985 -3.9729
O 1.6932 -1.4548 -2.8510
C 0.8128 -0.3324 -2.9646
C -0.1226 -0.2672 -1.7366
C 0.2645 -1.2149 -0.5998
C 1.5662 -0.8132 0.1215
C 1.3542 0.3017 1.1571
C 2.2389 0.2344 2.3973
C 3.7269 0.2372 2.0096
N 4.5158 -0.6623 2.9172
C 3.9882 -2.0627 2.8634
C 2.4803 -2.0855 3.1695
O 1.9119 -0.8050 3.3130
H 3.4586 0.2917 -3.9124
H 3.9467 -0.8284 -5.2234
H 2.3272 -0.0698 -5.2104
H 0.2127 -0.4407 -3.8718
H 1.3801 0.5977 -3.0610
H -0.1075 0.7561 -1.3466
H -1.1440 -0.4956 -2.0509
H 0.3253 -2.2463 -0.9492
H -0.5536 -1.1908 0.1314
H 1.9720 -1.7220 0.5771
H 2.2844 -0.4969 -0.6404
H 1.5918 1.2656 0.6855
H 0.3129 0.3904 1.4766
H 2.0546 1.1497 2.9682
H 3.9307 -0.0900 0.9899
H 4.1246 1.2487 2.1199
H 5.4838 -0.6719 2.5989
H 4.5026 -0.3061 3.8737
H 4.1988 -2.4214 1.8528
H 4.5529 -2.6811 3.5599
H 2.3237 -2.5834 4.1294
H 1.9698 -2.6945 2.4163
C -1.1604 6.2537 2.1929
C -1.4316 5.0828 1.2539
C -1.0083 3.7204 1.8150
O 0.3919 3.4760 1.8032
C 1.1115 4.0571 2.8734
N -0.8343 5.3698 -0.0516
H -0.1087 6.5410 2.1864
H -1.7310 7.1241 1.8740
H -1.4475 6.0177 3.2194
H -2.5139 5.0224 1.1078
H -1.4389 2.9417 1.1801
H -1.4021 3.5724 2.8289
H 0.5227 4.0631 3.7950
H 1.4324 5.0756 2.6472
H 2.0077 3.4537 3.0364
H -1.1245 4.6707 -0.7283
H 0.1733 5.2664 0.0243
C -2.7881 -3.3435 -2.2573
C -3.5364 -2.8918 -1.0081
C -4.8487 -3.6454 -0.7587
O -5.9137 -3.2637 -1.6008
C -5.9428 -3.8801 -2.8751
N -3.7322 -1.4386 -1.0674
H -3.2379 -2.9468 -3.1673
H -1.7574 -2.9868 -2.2267
H -2.7639 -4.4315 -2.3346
H -2.8948 -3.1005 -0.1452
H -5.1854 -3.4125 0.2550
H -4.6913 -4.7310 -0.8101
H -5.5860 -4.9131 -2.8240
H -5.3485 -3.3308 -3.6093
H -6.9789 -3.8841 -3.2092
H -4.1249 -1.1153 -0.1882
H -4.4614 -1.2561 -1.7520
```

Atomic partial charges in e from the Mulliken method, atoms 1 to 4: number 1, C, carries -1.02; number 2, C, carries 0.69; number 3, O, carries -0.58; number 4, O, carries -0.21